No. 1
{"formula": "C43H39N7O3PSTa", "method": "ωB97M-V with the def2-TZVPD basis set", "elements": ["C", "C", "H", "C", "H", "H", "C", "C", "C", "H", "H", "C", "C", "C", "C", "H", "C", "C", "H", "H", "C", "C", "N", "H", "C", "C", "H", "O", "H", "H", "C", "H", "C", "N", "H", "H", "C", "C", "C", "C", "C", "H", "H", "H", "C", "H", "H", "Ta", "C", "P", "H", "C", "C", "N", "C", "C", "H", "H", "N", "C", "N", "O", "N", "C", "H", "H", "H", "N", "H", "H", "C", "C", "H", "C", "H", "C", "H", "S", "C", "C", "C", "C", "H", "C", "C", "H", "H", "O", "H", "C", "H", "H", "C", "H", "H"], "xyz": [[2.76569, -4.46786, 1.09357], [-0.39982, 3.65208, 1.08400], [-0.87328, 5.69794, -0.90840], [-1.57603, 3.67940, 3.59829], [2.50549, 2.20366, 4.28845], [3.63329, -4.58926, 0.44918], [-1.50960, 2.85459, 1.32051], [2.87009, 2.32940, 2.15902], [1.57192, -3.96013, -1.07076], [-2.33299, -1.60394, 2.21656], [-1.91395, 2.22971, 0.53409], [-2.20514, 3.68068, 4.96281], [-3.18142, 2.14568, -3.33739], [-2.08613, 2.87222, 2.57760], [1.13649, 0.60115, -4.66492], [2.16756, 0.92821, -4.54695], [-1.96892, 0.68926, -1.81542], [1.27579, 0.87532, 3.16149], [-4.61164, -2.42680, 1.84885], [1.18712, -4.61327, -1.84947], [0.14151, 4.45167, 2.08054], [3.01012, 2.62194, -2.84041], [0.30098, 1.07600, -3.56362], [-2.10636, 4.65334, 5.44197], [-0.45881, 4.46776, 3.32941], [-1.58377, -2.32239, 0.32326], [3.66616, 3.05809, 2.20877], [-0.85527, 0.04668, -1.42691], [-3.47908, -3.90998, -2.00289], [1.76748, -1.42488, -5.14392], [-4.32427, 2.01368, -2.58306], [-0.25022, -0.98944, 2.68685], [2.66633, -1.74003, -0.54707], [1.30451, -1.20079, -3.09212], [0.78982, 0.43276, 4.02156], [2.75468, -2.85421, 2.62930], [0.97264, -3.24219, 1.29893], [0.94236, 0.39849, 1.88275], [1.04483, -0.90777, -4.51472], [-4.18888, -3.22413, -0.09820], [1.85595, -5.56497, 3.16756], [0.03620, -1.23752, -4.77293], [2.93908, 2.20783, 0.04124], [-5.19862, -3.57717, -0.26018], [0.23328, -3.76195, 2.49943], [-1.07911, 1.77563, -4.89438], [1.01896, 5.05877, 1.88471], [1.05199, 0.48190, -1.51800], [-3.14751, 0.51546, -1.09336], [0.13396, -1.76299, 0.47923], [-0.00934, -5.01663, 4.12185], [0.64085, -4.75518, 3.29540], [1.76010, -2.36057, -2.79920], [2.43270, 1.84516, -2.14212], [2.50963, -3.02131, 1.58304], [1.39806, -4.40838, 0.33248], [-0.05366, 5.10354, 4.10712], [-3.13673, -0.14844, -0.23777], [1.47923, 0.93373, 0.77617], [-0.87484, 1.49763, -3.85911], [5.62647, 3.61822, -4.82722], [2.69956, -0.51108, -1.10626], [0.05575, -0.65358, 1.78274], [-1.92793, -2.96076, -0.86758], [3.43977, -1.04150, 1.23117], [-3.19150, 2.74220, -4.24285], [-5.20303, 1.04437, -0.88123], [3.53604, 3.51514, -3.49371], [3.61939, -6.15117, 2.23002], [-1.18231, -3.08669, -1.64657], [-3.85879, -2.57736, 1.08610], [-1.99240, 1.50641, -2.95834], [0.77969, -5.29999, 0.39178], [-0.86121, 4.71495, -1.37821], [0.75929, 0.93875, -5.62954], [2.77942, -5.46723, 2.21038], [-1.83241, 4.22931, -1.30032], [0.35172, 3.71643, -0.52289], [3.00892, -1.90268, 0.73306], [4.67120, 3.54518, -4.18907], [2.07340, -2.76960, -1.43781], [2.46483, 1.85623, 0.94531], [-0.73363, -3.32194, 2.71714], [-3.22182, -3.41456, -1.07566], [-2.56335, -2.12646, 1.29568], [1.84795, -3.11116, -3.58602], [-1.71599, 2.94759, 5.60836], [0.08348, 2.33202, -1.15406], [-2.95881, 2.25925, 2.77159], [2.23144, 1.84507, 3.30499], [-3.26229, 3.42466, 4.91248], [1.99347, -6.32701, 3.92437], [-4.30016, 1.18256, -1.46257], [-5.23643, 2.51696, -2.87202], [-0.53919, 4.80031, -2.41601]], "total_charge": 2, "gap_ev": 6.56, "max_force_ev_per_a": 0.4}

No. 2
{"formula": "C25H48B2BeBrCl5F7IKLiN7NaO13P3S2", "method": "ωB97M-V with the def2-TZVPD basis set", "elements": ["H", "O", "H", "F", "Li", "H", "H", "H", "O", "C", "H", "H", "H", "K", "H", "H", "H", "O", "C", "H", "O", "H", "P", "Cl", "H", "H", "H", "P", "H", "N", "S", "H", "O", "H", "F", "C", "H", "H", "C", "Be", "C", "H", "F", "C", "P", "Cl", "H", "C", "C", "Cl", "C", "H", "H", "C", "C", "C", "C", "B", "C", "F", "C", "O", "H", "C", "H", "H", "C", "H", "Cl", "H", "Na", "F", "N", "C", "N", "N", "H", "O", "H", "O", "H", "H", "O", "H", "N", "C", "O", "H", "H", "C", "F", "N", "H", "H", "C", "H", "C", "H", "O", "H", "C", "S", "H", "I", "H", "C", "O", "B", "H", "Cl", "O", "Br", "H", "C", "F", "H", "H", "N"], "xyz": [[3.42604, 4.33137, 8.28552], [-3.20092, -2.03814, -3.52808], [5.04484, 3.70321, 8.05672], [4.40095, 4.77489, -1.51595], [-1.80500, -0.21189, 3.48416], [4.27187, 3.51921, 9.61638], [-1.93191, 3.11346, -1.66299], [0.72869, -1.21798, -8.58921], [0.21440, -1.21090, -6.61942], [-1.26155, -0.45222, -8.37316], [4.80073, -0.09526, 4.64063], [-1.66688, -1.48034, -8.43805], [-6.08730, 1.00375, -4.14064], [-2.61871, 3.24171, 5.08908], [-7.12455, -3.28900, -2.55573], [6.81281, 0.20962, 9.33862], [6.28487, 0.73727, 4.21749], [-1.95108, 0.29369, -7.47291], [-5.75114, -1.44491, -3.77095], [5.32459, 3.51590, 5.87799], [-5.14008, 1.85193, -2.53983], [4.01101, -1.53893, 7.99558], [-1.22084, -3.03933, -2.25380], [-2.03074, -0.84567, -0.22095], [3.83694, -0.75122, 9.57666], [0.68872, 0.42073, -7.85848], [5.49913, 1.15391, 10.06258], [4.03331, 1.03129, 7.00857], [-3.68614, -0.80866, -8.08685], [3.51618, 2.22676, 8.14860], [4.37529, 3.07864, -3.56335], [-1.98384, 2.50794, 3.46411], [-7.18637, -0.26483, -1.89473], [-1.25867, 0.15407, -9.48534], [2.57409, -3.92878, 3.76214], [-2.32515, 0.27441, -3.74623], [-6.39537, -1.10375, -4.59903], [-2.62279, -6.75605, -0.24754], [-1.17118, 2.10490, 1.56614], [-3.65923, -6.54632, -3.60964], [-2.12033, 1.73492, -3.30510], [2.36577, 1.51715, 9.76579], [4.60151, -3.17950, 2.97499], [-3.90662, -0.87020, -5.54968], [-4.08100, -0.50203, -3.64637], [7.11941, -2.95405, 0.98221], [6.46461, 1.79434, 8.71858], [5.99403, 0.89810, 9.11406], [-3.38887, 0.13590, -7.59933], [4.93341, -4.37849, -0.24957], [4.09380, 3.49390, 8.53319], [-3.18386, 2.37987, 2.18291], [-4.60763, 1.85099, -4.51347], [-3.48437, -1.39088, -1.22578], [-2.17324, 2.73008, 2.41820], [-2.83639, -5.86618, -0.80517], [4.54540, -0.96840, 8.76207], [3.37107, -2.79833, 3.50251], [-3.88195, -3.87010, -2.26250], [3.55578, -2.06549, 4.69850], [5.29636, 0.87693, 4.65666], [3.30237, 2.61480, -4.42333], [-2.94684, -1.39218, -5.73023], [-5.04401, 1.12401, -3.81013], [-3.82837, -4.21925, -3.31049], [-4.65466, -1.59721, -5.91620], [0.20716, -0.56467, -7.86760], [5.33237, -1.61787, 9.15149], [7.52919, -4.33573, -1.52231], [-2.71644, 2.49835, -3.80877], [0.52598, -1.21936, 0.28389], [2.96316, 5.27250, -3.03779], [-4.40935, -2.08284, -0.23664], [-4.24037, -1.82097, 0.90552], [-6.23370, 2.71870, -2.63932], [-0.57947, -3.45164, -0.85110], [-8.12650, -0.45899, -1.77692], [4.92847, 2.05318, -2.70945], [-1.15314, -4.15975, -3.12340], [3.00247, 1.43037, 5.95638], [-5.55427, -2.50882, -4.00165], [-1.22188, 1.54016, -1.37347], [-3.90787, 0.32656, -6.35167], [4.72098, 1.55527, 4.01562], [-0.36571, 1.62051, 0.91067], [6.04991, 2.69748, 5.98299], [-4.13387, -0.44303, -1.85795], [-4.94934, -3.74452, -2.03974], [-1.28585, -3.37375, -0.12490], [-2.10615, 2.03416, -1.79926], [2.57321, 3.64018, -1.67928], [5.42257, 1.38639, 6.03264], [-2.17394, 3.81862, 2.30868], [-1.63359, -0.32558, -3.13247], [-3.05219, -2.54882, -2.22062], [-0.44628, -2.00304, -2.81972], [2.23293, 1.99298, 8.78477], [-1.90259, 0.21263, -4.75763], [5.36388, 3.88158, -4.23769], [0.77687, -1.98533, -6.72772], [3.54413, 4.24544, -2.39828], [-3.92082, -2.02197, 2.47090], [1.67770, 2.92453, 8.94159], [-0.07516, 2.20650, -3.96952], [6.67746, 2.87668, 6.86024], [6.37647, -3.39987, -0.55383], [-7.15478, -2.59989, -1.87988], [-6.68870, -1.42516, -2.49040], [-3.76344, 0.95899, -8.23622], [5.92041, -1.93404, -1.43659], [-5.91223, 3.79165, -2.28994], [-1.12613, 1.86355, -9.42728], [1.58676, 1.34709, 8.18263], [-3.38291, -4.99039, -1.41819], [2.69907, -1.97130, 2.55045], [6.74403, 2.76482, 5.14468], [-3.01413, 1.74681, -1.25296], [5.10521, 0.25844, 8.18662]], "total_charge": 1, "gap_ev": 1.32, "max_force_ev_per_a": 7.4}

No. 3
{"formula": "C21H31O4Ti", "method": "ωB97M-V with the def2-TZVPD basis set", "elements": ["H", "O", "C", "H", "C", "C", "C", "H", "H", "O", "H", "H", "C", "H", "H", "C", "H", "C", "C", "C", "C", "C", "C", "H", "H", "O", "H", "C", "O", "C", "H", "H", "H", "H", "H", "C", "H", "C", "H", "Ti", "H", "C", "C", "H", "H", "C", "C", "H", "H", "H", "H", "H", "H", "H", "H", "C", "H"], "xyz": [[-1.55138, 0.29276, 2.97746], [-2.25335, 1.59094, -1.53412], [0.58771, 0.01844, -2.71591], [2.31349, 2.10953, 0.34748], [2.46421, 1.26705, 1.02227], [0.28605, -0.81030, 3.64857], [-3.11712, 3.83263, -0.92855], [0.05995, 2.02845, -1.97181], [-5.51278, 2.48567, -1.55417], [2.60405, -3.62739, 1.58421], [1.60734, -1.74988, -1.94576], [0.07379, 1.00187, 0.46637], [2.27272, -2.64511, 0.74395], [3.98171, -1.56799, 2.00914], [-1.87411, -1.79309, 1.26903], [-0.86565, -0.54660, 2.84722], [2.95230, -0.14310, 4.02835], [-3.37545, 2.51900, -1.63776], [3.09494, 0.02047, 0.66826], [-4.67178, 1.87668, -1.19981], [-3.32022, 2.60454, -3.17949], [2.20618, 1.25243, 2.42691], [2.80402, 0.07505, 2.97229], [-2.14810, 4.26603, -1.19965], [0.60934, -0.20495, 4.48822], [2.50706, -2.74236, -0.44909], [3.59665, -5.36325, 1.88748], [-1.03453, -1.64441, 1.94279], [0.35413, -0.91753, -0.53121], [-2.19442, 1.60749, -3.01681], [-0.15278, -2.00787, -2.20176], [-2.43347, 0.62492, -3.44831], [-3.89694, 4.54856, -1.21223], [1.63778, 1.45158, -1.46786], [2.64528, -5.30912, 0.34623], [0.03129, -2.56775, 2.15640], [-3.01579, 3.57465, -3.57684], [3.32256, -4.76478, 1.01696], [-4.76721, 0.89001, -1.66365], [1.05209, -0.59069, 1.51661], [1.39773, 0.03524, -3.44386], [0.61717, 1.14092, -1.68336], [0.62326, -1.27933, -1.92646], [-1.23367, 1.98483, -3.38706], [-0.35401, 0.07217, -3.26603], [-0.06476, 0.46868, -0.51546], [3.33100, -0.70941, 1.89280], [-4.21219, 2.19238, -3.66028], [-3.18327, 3.70398, 0.15743], [3.44558, -0.26567, -0.31793], [-4.72138, 1.77914, -0.10942], [1.70245, 2.04260, 2.99117], [-1.13782, 0.44637, -0.68382], [0.08324, -3.56908, 1.73895], [4.20784, -4.39851, 0.48185], [0.87711, -2.03914, 3.19111], [1.74217, -2.54776, 3.60895]], "total_charge": 1, "gap_ev": 7.95, "max_force_ev_per_a": 3.5}